Run one
A cluster of 2 separate species, C4H15N2O in total, computed with ωB97M-V/def2-TZVPD.

Computed properties:
lowest unoccupied orbital energy = -0.108 Eh
HOMO energy = -13.7 eV

The geometry in ORCA input format:
```
! RIJCOSX wB97M-V def2-TZVPD def2/J DEFGRID3
* xyz 1 1
C 1.27119 -0.63076 0.71373
N 2.43666 -1.19118 -0.02624
C 0.14245 -0.48914 -0.29015
N 0.60109 0.52003 -1.27876
C -1.91755 -1.30913 0.89209
C -1.21651 -0.12617 0.26482
H 1.66676 0.30097 1.12320
H 1.02578 -1.24692 1.57852
H 3.30361 -0.72483 0.19545
H 2.57410 -2.17683 0.09303
H 0.12456 -1.41255 -0.86472
H 0.50456 1.48151 -0.96491
H 1.51105 0.25073 -1.62345
H -0.00140 0.40199 -2.06546
H -1.40431 -2.25219 0.76200
H -2.92813 -1.42622 0.52813
H -2.03609 -1.23395 1.96533
H -1.80517 0.40647 -0.48733
H -1.12137 0.74919 0.91976
H -1.36810 3.40284 0.15529
H -0.57643 3.71879 -1.09138
O -0.78676 2.98734 -0.49896
*
```

---

Run two
A cluster of 2 separate species, C4H15N2O in total, computed with ωB97M-V/def2-TZVPD.

Computed properties:
lowest unoccupied orbital energy = -0.109 Eh
HOMO energy = -13.3 eV

The geometry in ORCA input format:
```
! RIJCOSX wB97M-V def2-TZVPD def2/J DEFGRID3
* xyz 1 1
C -0.05392 -0.78916 0.69291
C -0.03754 -0.86837 -0.83477
C 1.30838 -0.52269 -1.47074
C 1.74889 0.92498 -1.34942
N 2.17005 1.23427 0.05735
N -0.71599 0.45951 1.14371
H 0.93423 -0.78603 1.14828
H -0.59612 -1.64504 1.09219
H -0.11825 -1.93380 -1.07687
H -0.93187 -0.39814 -1.23916
H 1.26731 -0.69767 -2.54747
H 2.05202 -1.23207 -1.10174
H 2.50983 1.11591 -2.09896
H 0.96330 1.68507 -1.43279
H 3.06901 0.82667 0.26343
H 2.34958 2.23335 0.10425
H -0.46222 1.31714 0.64056
H -1.72972 0.36035 0.98429
H -0.66617 0.66543 2.14733
H -4.50766 -0.37872 1.06920
H -3.49775 -1.48892 1.15156
O -3.57871 -0.51925 1.29148
*
```

---

Least stable of them? run two.

---

Run one
A cluster of 2 separate species, C4H15N2O in total, computed with ωB97M-V/def2-TZVPD.

Computed properties:
lowest unoccupied orbital energy = -0.100 Eh
HOMO energy = -13.4 eV

The geometry in ORCA input format:
```
! RIJCOSX wB97M-V def2-TZVPD def2/J DEFGRID3
* xyz 1 1
C -1.25855 0.19327 -1.51923
C 0.20404 0.75409 -1.62400
C 1.08765 -0.04244 -0.54710
C 2.01762 0.22794 1.63798
N 0.74591 0.27019 0.93210
N -2.05006 0.97505 -0.30306
H -1.20290 -0.80953 -1.28448
H -1.81512 0.37750 -2.44895
H 0.68418 0.49741 -2.59875
H 0.43858 1.84447 -1.44278
H 2.09269 0.03786 -0.80156
H 0.88146 -1.18169 -0.54021
H 2.51069 1.24825 1.31934
H 2.60105 -0.68189 1.47503
H 2.00414 0.03015 2.69809
H 0.25881 1.18446 0.98475
H -0.10816 -0.38009 1.15763
H -2.18557 1.98745 -0.38245
H -3.07310 0.69506 -0.28999
H -0.95232 -3.10003 1.42062
H -1.88306 -1.97086 1.08120
O -0.99796 -2.15663 1.07580
*
```

---

Run two
A cluster of 2 separate species, C4H15N2O in total, computed with ωB97M-V/def2-TZVPD.

Computed properties:
lowest unoccupied orbital energy = -0.114 Eh
HOMO energy = -12.7 eV

The geometry in ORCA input format:
```
! RIJCOSX wB97M-V def2-TZVPD def2/J DEFGRID3
* xyz 1 1
C 0.08766 1.10033 -1.38764
N 0.62000 1.43020 -0.04842
C 2.07982 1.06045 0.32107
C 0.05360 -0.40571 -1.40278
N -0.59806 -0.99523 -0.18377
C -1.98729 -1.53928 -0.37162
H -0.87734 1.55363 -1.50464
H 0.71435 1.57293 -2.26726
H 0.25993 2.31624 0.24500
H 2.77676 1.60501 -0.35471
H 2.31466 1.47057 1.28913
H 2.04393 -0.06895 0.09293
H -0.28320 -0.74149 -2.35704
H 1.06071 -0.83282 -1.60901
H -0.73024 -0.23211 0.62766
H 0.00983 -1.72283 0.18376
H -2.38350 -1.04250 -1.21297
H -2.00070 -2.71548 -0.46410
H -2.62359 -1.23952 0.37154
H -0.77357 -0.67581 3.14257
H 0.19731 0.26115 3.84532
O 0.03894 -0.15879 3.04498
*
```

---

Least stable of them? run two.

---

Run one
A cluster of 2 separate species, C4H15N2O in total, computed with ωB97M-V/def2-TZVPD.

Computed properties:
lowest unoccupied orbital energy = -0.113 Eh
HOMO energy = -14.3 eV

The geometry in ORCA input format:
```
! RIJCOSX wB97M-V def2-TZVPD def2/J DEFGRID3
* xyz 1 1
C -0.43035 -2.71460 -0.10957
C 0.31979 -2.19306 1.17677
N 0.11332 -0.74979 1.35801
H 0.05956 -2.28900 -1.00167
H -0.34718 -3.81492 -0.14482
H -1.47918 -2.43159 -0.07954
H -0.07291 -2.72916 2.05380
H 1.39438 -2.40023 1.04190
H -0.87746 -0.56372 1.50169
H 0.58720 -0.40324 2.18724
C -0.68741 2.21205 -0.28265
O -0.94506 3.62085 -0.44513
C 0.68472 1.91847 -0.86072
N 0.84235 0.44805 -0.98265
H -1.45058 1.64542 -0.84696
H -0.69733 1.95045 0.79979
H -1.89233 3.71404 -0.27266
H 0.77520 2.36510 -1.83802
H 1.50041 2.29829 -0.21586
H 0.17530 0.09569 -1.68099
H 0.68811 -0.09848 -0.03531
H 1.73945 0.11937 -1.32264
*
```

---

Run two
A cluster of 2 separate species, C4H15N2O in total, computed with ωB97M-V/def2-TZVPD.

Computed properties:
lowest unoccupied orbital energy = -0.109 Eh
HOMO energy = -13.7 eV

The geometry in ORCA input format:
```
! RIJCOSX wB97M-V def2-TZVPD def2/J DEFGRID3
* xyz 1 1
C -1.74488 -0.98891 0.47027
N -1.19633 -2.24623 1.00125
C -0.61677 -0.24446 -0.19493
N 0.50030 -0.07833 0.80844
C -0.07601 1.55182 -1.94078
C -0.98987 1.09100 -0.81275
H -2.22104 -0.45406 1.28904
H -2.51134 -1.17144 -0.28995
H -1.87954 -2.97968 1.14690
H -0.56428 -2.68464 0.32576
H -0.20382 -0.86811 -0.98252
H 0.32490 0.64783 1.49106
H 0.62816 -0.98099 1.26425
H 1.40559 0.15110 0.38821
H -0.41962 2.41704 -2.49388
H -0.03784 0.75470 -2.69974
H 0.97889 1.60371 -1.66447
H -1.06621 1.83669 -0.01400
H -1.97872 0.99691 -1.26140
H 3.99515 0.37728 0.83022
H 3.37485 1.71186 0.57663
O 3.18003 0.77392 0.49940
*
```

---

Least stable of them? run one.

---

Run one
A cluster of 2 separate species, C4H15N2O in total, computed with ωB97M-V/def2-TZVPD.

Computed properties:
lowest unoccupied orbital energy = -0.107 Eh
HOMO energy = -14.0 eV

The geometry in ORCA input format:
```
! RIJCOSX wB97M-V def2-TZVPD def2/J DEFGRID3
* xyz 1 1
C 1.35292 -0.04301 -1.35308
C -0.05444 0.23661 -0.80983
C -0.45466 -0.57375 0.44683
C 0.62966 -0.75444 1.59840
N 1.44499 0.46563 1.59943
N -0.08593 1.65683 -0.33132
H 1.36025 -0.01944 -2.44345
H 2.11840 0.62440 -0.96247
H 1.72843 -1.06641 -1.23850
H -0.74229 0.02872 -1.60952
H -1.24349 -0.04673 0.97873
H -0.74502 -1.55412 0.08867
H 1.10792 -1.71792 1.44665
H -0.01839 -0.87799 2.44654
H 2.25848 0.36444 0.99599
H 0.85000 1.30043 1.10724
H 1.88793 0.75605 2.47347
H 0.37192 2.29333 -0.97632
H -1.03419 1.96674 -0.15443
H -2.87810 -1.44517 -0.29195
H -3.34451 -1.20407 -1.67294
O -2.63233 -0.94382 -1.07953
*
```

---

Run two
A cluster of 2 separate species, C4H15N2O in total, computed with ωB97M-V/def2-TZVPD.

Computed properties:
lowest unoccupied orbital energy = -0.122 Eh
HOMO energy = -12.5 eV

The geometry in ORCA input format:
```
! RIJCOSX wB97M-V def2-TZVPD def2/J DEFGRID3
* xyz 1 1
N 1.06275 -1.70412 0.63801
C 1.28849 -0.24665 0.31200
C 0.32360 0.62417 1.08806
N -0.76111 0.97844 0.14191
C -0.52198 2.37231 -0.28816
C -2.11529 0.81164 0.72839
H 0.41522 -2.10160 -0.09187
H 0.62867 -1.93019 1.52968
H 1.95061 -2.18423 0.81956
H 1.31804 -0.12328 -0.76693
H 2.33610 0.04679 0.64902
H 0.71625 1.44973 1.77517
H -0.04007 -0.03904 1.89150
H -0.93111 3.14186 0.39561
H -0.97242 2.60391 -1.28205
H 0.53607 2.56390 -0.45463
H -2.58160 0.32034 -0.15278
H -2.43503 1.65827 1.35235
H -2.08556 -0.07458 1.37582
H -0.18627 -2.13817 -2.87404
H 1.33631 -2.10918 -2.81666
O 0.55575 -2.15545 -2.25558
*
```

---

Least stable of them? run two.

---

Run one
A cluster of 2 separate species, C6H12O2 in total, computed with ωB97M-V/def2-TZVPD.

Computed properties:
lowest unoccupied orbital energy = 0.019 Eh
HOMO energy = -9.1 eV
SMILES string = C=C(C)/C=C/CO.O

The geometry in ORCA input format:
```
! RIJCOSX wB97M-V def2-TZVPD def2/J DEFGRID3
* xyz 0 1
C -2.46485 -0.13368 -1.71582
C -1.66476 0.98134 -1.76031
C -2.27021 2.31178 -1.82302
C -0.23357 0.77515 -1.40180
C 0.25657 0.75927 -0.18400
C 1.71923 1.01638 0.05790
O 2.25096 -0.13474 0.71729
H -3.51814 -0.07671 -1.76198
H -2.20086 -1.15868 -1.84254
H -1.41116 3.02937 -1.76810
H -2.86266 2.29049 -0.77770
H -2.95964 2.46491 -2.63066
H 0.49164 0.78624 -2.17906
H -0.43346 0.47072 0.65263
H 1.93780 1.91104 0.58791
H 2.27214 1.02407 -0.86552
H 1.98992 -0.29049 1.71602
O 1.74058 -4.39774 4.49607
H 1.85760 -4.55807 3.60920
H 0.84993 -3.89446 4.51510
*
```

---

Run two
A structure of composition C6H12O2, computed with ωB97M-V/def2-TZVPD.

Computed properties:
lowest unoccupied orbital energy = 0.023 Eh
HOMO energy = -9.7 eV

The geometry in ORCA input format:
```
! RIJCOSX wB97M-V def2-TZVPD def2/J DEFGRID3
* xyz 0 1
C 0.31843 2.36872 0.17075
C 0.55227 0.95318 -0.65079
C 1.12906 -0.10413 0.07576
C -0.00107 -1.05314 -0.25078
C -0.52666 -2.00317 0.86140
C -0.79151 0.14892 -0.57423
H -0.54932 2.39492 1.08878
H -0.19801 3.01007 -0.75638
H 1.35912 2.72981 0.68804
H 0.60255 1.28481 -1.84069
H 2.17811 -0.39394 0.30880
H 0.77093 0.20834 1.08511
H -1.50077 -2.14288 0.22848
H -0.54632 -1.70145 1.98918
H 0.01935 -2.97166 0.64538
H 0.99688 -1.10394 -1.96996
H -1.52189 -0.13807 -1.39834
H -1.20098 -0.28829 1.32446
O 0.59402 -1.85390 -1.48424
O -1.68417 0.65582 0.45928
*
```

---

Run three
A cluster of 2 separate species, C6H12O2 in total, computed with ωB97M-V/def2-TZVPD.

Computed properties:
lowest unoccupied orbital energy = 0.024 Eh
HOMO energy = -9.7 eV
SMILES string = CC(C)=O.CC(C)=O

The geometry in ORCA input format:
```
! RIJCOSX wB97M-V def2-TZVPD def2/J DEFGRID3
* xyz 0 1
C -3.69070 -0.60898 1.25949
C -3.08057 -0.37688 2.56754
C -2.79858 -1.69217 3.24259
O -2.64621 0.69847 2.97360
H -4.35675 0.24434 1.04779
H -4.28186 -1.53861 1.20526
H -2.90718 -0.64457 0.48397
H -2.46215 -2.49811 2.56885
H -3.73796 -2.00771 3.72694
H -2.03320 -1.54339 4.02276
C -0.84949 -0.44937 -5.01737
C -1.90000 -1.38260 -5.55316
C -2.70018 -0.92552 -6.73807
O -2.20943 -2.47145 -5.01491
H -1.24365 0.04316 -4.11257
H -0.69869 0.31598 -5.79718
H 0.12687 -0.90157 -4.77476
H -2.10328 -0.81312 -7.65876
H -3.21810 0.02714 -6.53605
H -3.45795 -1.70972 -6.90362
*
```

---

Run four
An isolated molecule of C6H12O2, computed with ωB97M-V/def2-TZVPD.

Computed properties:
lowest unoccupied orbital energy = 0.027 Eh
HOMO energy = -9.9 eV
SMILES string = C=C([C@H](C)O)[C@H](C)O

The geometry in ORCA input format:
```
! RIJCOSX wB97M-V def2-TZVPD def2/J DEFGRID3
* xyz 0 1
C -0.11434 1.59099 -0.27827
C -0.04746 0.32841 -0.16339
C 1.24447 -0.43382 0.05984
C 2.51275 0.26522 0.58378
O 1.47237 -1.56556 -0.96941
C -1.24109 -0.58180 -0.00447
C -2.62236 -0.05378 -0.57104
O -1.46975 -1.04357 1.31369
H -1.07493 2.06734 -0.33836
H 0.72863 2.17704 -0.10834
H 0.89013 -0.99128 0.85510
H 2.54536 1.28690 0.15702
H 3.40056 -0.27619 0.41155
H 2.34523 0.34523 1.62086
H 1.80378 -1.12131 -1.74086
H -1.04346 -1.56753 -0.58545
H -3.24742 -0.89808 -0.47110
H -2.80592 0.90378 0.00158
H -2.48769 0.16638 -1.69929
H -0.78886 -0.59838 1.92656
*
```

---

Least stable of them? run two.

---

Run one
A cluster of 2 separate species, C6H12O2 in total, computed with ωB97M-V/def2-TZVPD.

Computed properties:
lowest unoccupied orbital energy = 0.026 Eh
HOMO energy = -8.3 eV
SMILES string = CC(C)=C/C=C/O.O

The geometry in ORCA input format:
```
! RIJCOSX wB97M-V def2-TZVPD def2/J DEFGRID3
* xyz 0 1
C -1.48589 -1.30161 1.99588
C -0.73580 -1.19404 0.64924
C 0.05661 -2.38900 0.10484
C -0.98773 -0.08574 -0.02287
C -0.34918 0.22337 -1.28907
C 0.37805 1.39220 -1.38101
O 1.25859 1.53869 -2.40635
H -0.71925 -1.57482 2.79677
H -2.08127 -0.31382 2.05970
H -2.25455 -2.11271 2.01695
H 1.05060 -2.33625 0.48402
H 0.13815 -2.51505 -0.95007
H -0.42519 -3.32846 0.39541
H -1.37674 0.79565 0.47236
H -0.48559 -0.44203 -2.11710
H 0.40436 2.27798 -0.76400
H 1.01419 2.29474 -2.95603
O 1.32949 1.48137 1.86461
H 1.71323 0.99351 1.13979
H 1.06103 2.22978 1.41408
*
```

---

Run two
An isolated molecule of C6H12O2, computed with ωB97M-V/def2-TZVPD.

Computed properties:
lowest unoccupied orbital energy (spin up / spin down) = 0.034 / 0.034 Eh
HOMO energy (spin up / spin down) = -6.9 / -6.6 eV

The geometry in ORCA input format:
```
! RIJCOSX wB97M-V def2-TZVPD def2/J DEFGRID3
* xyz 0 1
C 0.52738 -0.48420 0.79089
C -0.10180 -0.45657 -1.53793
C -0.54732 -0.93648 2.81816
C 1.31566 0.69573 1.26668
C 0.50852 0.83873 -2.07137
C -1.56110 -0.26459 -1.14260
O 0.68958 -1.00799 -0.46248
O -0.26407 -1.14876 1.56433
H -0.02476 -1.23211 -2.30751
H -0.10539 -0.14049 3.38358
H -1.20044 -1.65134 3.27403
H 0.65942 1.51738 1.57896
H 1.97085 1.04276 0.47433
H 1.92289 0.41693 2.13043
H 1.57170 0.70213 -2.24584
H 0.03246 1.10949 -3.00896
H 0.36803 1.65145 -1.36272
H -1.96178 -1.18571 -0.72384
H -2.14464 0.00748 -2.01824
H -1.65518 0.52616 -0.39990
*
```

---

Least stable of them? run two.